# C30H44BrCl5MoN4SSi2Te

A structure of composition C30H44BrCl5MoN4SSi2Te in a non-equilibrium geometry (the ωB97M-V functional and the def2-TZVPD basis, the OMol25 dataset).

```
89
Properties=species:S:1:pos:R:3:forces:R:3:mulliken_spin:R:1
Mo 0.41283 1.37989 0.97134 0.3892 -0.8116 0.4217 1.911
C -4.14246 4.25912 0.98655 0.6079 0.6576 -0.4209 -0.001
C -2.73048 4.20986 0.43817 0.0683 -0.1487 -0.6046 0.017
C -2.10840 5.25714 -0.28283 -0.3415 -0.1121 0.0306 0.024
C -0.74141 5.25432 -0.50972 -0.7731 2.2147 -1.0735 -0.016
C 0.01344 4.23407 -0.06042 0.5487 -0.9712 0.4881 0.038
Br 1.86915 4.51763 0.01184 -0.0406 -0.3413 -0.1348 0.009
N -0.57610 3.11676 0.40845 0.0808 0.5557 -0.2477 -0.035
C -1.92040 3.10751 0.62250 0.3267 -0.2134 0.8481 0.085
H -4.06319 4.87254 1.88090 -0.1889 -0.2101 0.4101 -0.001
H -4.61633 3.29768 1.20672 0.3215 0.1868 -0.0838 0.000
H -4.76305 4.85846 0.32909 -0.2546 -0.1782 -0.2435 0.000
H -2.64525 6.11354 -0.68964 -0.2387 -0.2283 0.4028 0.000
H -0.27591 6.12690 -1.03081 -0.4046 -0.9343 0.6511 0.000
H -2.27798 2.18835 1.11255 -0.0253 0.5078 -0.3463 -0.019
C -1.74489 -0.51355 3.07996 -1.7968 0.8701 -0.7139 0.010
C -1.01131 0.63446 3.63207 0.6428 -0.3491 1.0467 0.022
C -0.93476 1.03744 4.93871 -0.1661 -0.8044 -0.6667 0.029
C 0.05309 2.06435 4.98102 0.7229 0.5849 1.1799 -0.004
C 0.52748 2.30000 3.74870 0.2393 0.0914 -0.6280 0.026
C 1.49944 3.33348 3.26851 -0.6491 0.1854 -1.0252 0.039
N -0.07576 1.36415 2.85805 -0.3662 0.1421 -0.2959 0.051
H -2.29779 -1.03860 3.84670 0.2507 -0.2500 0.3767 0.001
H -1.11824 -1.19237 2.52810 0.0989 -0.3041 -0.2502 -0.012
H -2.57712 -0.11773 2.44322 0.6378 -0.4889 -0.0175 -0.002
H -1.45146 0.55669 5.78522 0.3071 0.4712 -0.6500 0.000
H 0.49573 2.50450 5.87692 -0.4867 0.0774 -0.2951 0.001
H 2.06771 3.70774 4.11077 0.4391 -0.0976 -0.0515 0.001
H 1.00315 4.22395 2.81763 0.0218 -0.5071 0.4255 -0.001
H 2.14432 2.94826 2.44110 -0.0172 0.1782 0.8247 -0.011
C 5.11571 -2.19015 -2.40974 -0.6275 -0.5706 -0.4953 0.001
N 3.95496 -1.81287 -3.18958 0.3137 -0.2546 0.4942 0.000
C 3.94803 -2.08944 -4.61636 -0.4161 -0.0564 -0.4040 0.000
C 2.51698 -1.63503 -4.97389 0.5340 0.2273 -0.7009 0.000
N 1.85138 -1.83726 -3.71303 -1.2726 0.2260 0.3854 0.001
C 2.71582 -1.83902 -2.69867 -0.2755 -0.1104 1.5565 0.002
S 2.31515 -1.91735 -1.00945 0.1002 0.2835 -1.5993 0.007
H 5.93273 -1.83958 -2.98059 1.2286 0.5242 -0.1820 0.000
H 5.21130 -3.27812 -2.35457 -0.1412 -0.0141 0.2114 0.000
H 5.06226 -1.75503 -1.43141 0.0856 0.1285 0.3996 0.000
H 4.10325 -3.15727 -4.78833 -0.2788 -0.2134 0.0868 0.000
H 4.76501 -1.61790 -5.15900 -0.1962 0.5049 0.1251 0.000
H 2.05190 -2.21886 -5.73947 -0.0993 -0.5610 -0.4812 0.000
H 2.46200 -0.59668 -5.32618 0.1997 0.0160 0.3483 0.000
H 0.85100 -1.70732 -3.55875 0.7314 -0.0531 -0.1057 -0.001
Cl 3.18727 0.51573 3.11857 -0.2660 -0.3026 0.4299 0.010
C 3.45132 0.68388 1.44701 1.0960 0.2495 0.0059 0.044
C 2.42591 0.99258 0.56851 0.0807 -0.0426 1.0068 -0.006
C 2.78137 1.24422 -0.74063 -0.5803 -0.0222 0.7936 -0.139
Cl 1.39150 1.64679 -1.66821 -0.2523 0.2375 -0.9156 -0.001
C 4.05022 1.19971 -1.19929 0.5463 -0.1103 -0.0808 -0.019
Cl 4.37651 1.56926 -2.80285 0.2123 0.2566 -1.0979 -0.003
C 5.08070 0.82498 -0.31671 -0.0001 0.4210 -0.5733 0.035
Cl 6.67356 0.71115 -0.89293 0.2281 0.0258 -0.1746 0.009
C 4.81113 0.60331 1.00896 -1.7735 -0.4135 -0.0097 -0.017
Cl 6.02449 0.08348 2.03297 0.6623 -0.1444 0.7886 -0.004
C -1.08991 -4.35001 2.34251 0.9264 -0.6018 -2.0460 0.000
Si 0.14547 -3.41197 1.17231 -0.2605 -0.6621 0.8836 0.007
C 1.32735 -2.28048 2.13898 -1.1588 0.5436 0.1794 0.021
C 1.20524 -4.79110 0.45358 -0.7308 0.1518 1.3777 0.000
C -0.97590 -2.50801 -0.06546 -0.1193 -0.7414 0.3352 0.004
Te -0.93807 -0.54308 -0.75652 -0.0452 0.0722 0.6306 -0.107
C -3.03144 -0.37053 -0.29288 0.8744 0.9324 -0.7260 -0.001
Si -4.10378 -0.36506 -1.82758 -0.6640 0.4871 0.4783 -0.002
C -3.67711 1.33741 -2.51920 0.6200 -0.2774 0.1034 -0.001
C -3.70460 -1.81856 -2.90185 0.1246 0.3312 -1.2389 -0.005
C -5.84759 -0.71599 -1.18869 -0.3523 0.7179 -0.6548 0.000
H -0.44956 -4.84932 3.05380 -0.0156 -0.0876 0.5913 0.000
H -1.61827 -5.16846 1.79184 0.5607 0.5599 0.1271 0.000
H -1.86619 -3.79536 2.78872 -0.7030 0.8817 0.8850 0.000
H 1.83275 -3.01899 2.72955 0.4231 -0.3032 0.8066 -0.001
H 0.92947 -1.47164 2.82089 0.3373 -0.9931 -0.6844 -0.002
H 2.10030 -1.86109 1.51455 0.1886 0.2416 -0.3056 -0.001
H 1.50685 -5.36526 1.36170 -0.0473 0.2191 -0.6744 0.000
H 2.05584 -4.31022 0.03071 0.7870 -0.1370 -0.5481 0.000
H 0.69750 -5.46870 -0.22801 0.0501 0.0681 -0.1203 0.000
H -1.96371 -2.64365 0.35754 -0.2675 0.2552 0.1287 0.002
H -1.00442 -3.11838 -0.95724 0.2521 -0.0837 -0.5409 -0.006
H -3.12173 0.53365 0.26873 -0.3291 0.8690 0.1000 0.005
H -3.30081 -1.11047 0.39139 -0.1152 -1.5192 1.0375 0.004
H -2.61658 1.32146 -2.82904 -0.2146 -0.0424 0.0398 0.000
H -3.76896 2.17622 -1.81442 -0.2144 -0.3622 -0.0048 0.000
H -4.22930 1.57538 -3.40348 -0.4398 0.2642 -0.6010 0.000
H -2.68533 -1.91819 -3.29118 0.0053 0.1446 0.2064 0.002
H -4.33064 -1.71313 -3.81418 0.1858 -0.2141 0.4638 0.000
H -3.96747 -2.75322 -2.42453 -0.1673 -0.2184 0.1680 0.000
H -6.31579 0.07030 -0.56115 0.5741 -0.5755 0.0672 0.000
H -5.74003 -1.68585 -0.67303 -0.4658 0.4110 -0.0429 0.000
H -6.57909 -0.79744 -2.02612 0.6076 -0.3360 0.4100 0.000
```
Positions in Å, forces in eV/Å.

Calculated values
Energy above the lowest of the compared OMol25 structures with the same formula, charge and spin   1.99 kcal/mol
Highest occupied orbital energy (alpha / beta)   -13.03 / -13.03 eV
2S+1   3
Energy   -206164.370 eV
Net charge   +2
Max |F|   2.6 eV/Å